# 1
30
Properties=species:S:1:pos:R:3:mulliken_charge:R:1 method="wB97M-V/def2-TZVPD" orbital_gap_ha=0.310 charge=+1 de_lowest_ev=0.030 e_lumo_ha=-0.123 largest_force_ha_per_bohr=0.031 energy_ev=-14193.000
C -0.86791 1.82766 -1.34314 0.237
C -1.14637 0.68162 -2.27156 -1.217
N -2.05456 2.03979 -0.42094 -0.236
H 0.00778 1.58463 -0.77026 -0.145
H -0.68379 2.77931 -1.83316 0.356
H -0.25433 0.29401 -2.77471 0.329
H -1.96720 0.79271 -2.97821 0.390
H -2.68975 1.26158 -0.54572 0.365
H -1.78699 2.10360 0.55426 0.237
H -2.56577 2.88273 -0.65186 0.376
H -1.28791 -0.23441 -1.67520 0.299
C 1.56986 -1.51557 -0.95780 -1.284
C 2.55348 -2.52886 -0.34613 -1.253
C 0.84062 -0.75366 0.12327 0.781
C 1.42994 0.33616 0.75488 -0.721
C -0.33707 -1.30089 0.62492 -0.402
C 0.79881 0.87979 1.87336 -0.347
C -0.90409 -0.79769 1.79365 -0.609
C -0.39240 0.36242 2.36998 0.480
O -0.92763 1.00169 3.43851 -0.541
H 2.13752 -0.90260 -1.63930 0.424
H 0.91061 -2.05922 -1.64097 0.441
H 3.54463 -2.13081 -0.15497 0.338
H 2.43590 0.67702 0.53774 0.448
H -0.87508 -2.07643 0.09035 0.490
H 1.22186 1.72066 2.41525 0.425
H -1.82177 -1.23743 2.16731 0.319
H -1.78376 0.66055 3.72732 0.314
H 2.66274 -3.35968 -1.04698 0.359
H 2.23264 -2.98871 0.58011 0.348

***

# 2
10
Properties=species:S:1:pos:R:3:mulliken_charge:R:1 method="wB97M-V/def2-TZVPD" orbital_gap_ha="0.198 / 0.298" charge=-1 de_lowest_ev=4.779 e_lumo_ha="0.064 / 0.109" largest_force_ha_per_bohr=0.080 energy_ev=-29933.061
C -0.34975 -0.11844 0.06753 -0.037
C -1.17449 -1.33334 -0.01740 -0.312
O 3.84626 1.08499 -0.10607 -0.550
O 2.76083 1.10640 2.24651 -0.552
O 4.51712 -0.43677 1.73635 -0.562
S -0.82106 -0.57688 -1.55910 -0.105
S 3.46311 0.35505 1.14323 0.677
H -0.66746 0.82172 0.62344 0.226
H 0.65974 -0.06687 0.46497 -0.016
H -0.53136 -2.18128 0.23748 0.232

***

# 3
9
Properties=species:S:1:pos:R:3:mulliken_charge:R:1 method="wB97M-V/def2-TZVPD" orbital_gap_ha="0.282 / 0.306" de_lowest_ev=3.091 e_lumo_ha="0.002 / 0.021" largest_force_ha_per_bohr=0.046 energy_ev=-16691.367
C 0.51709 -0.44738 -0.42883 -0.360
C -0.60583 -0.73794 0.54424 -0.839
C 0.59124 0.95135 -0.15824 0.440
F 1.24453 1.59709 0.85679 -0.236
F -0.34316 1.66634 -0.66943 -0.201
I -2.53523 -0.78979 -0.00753 0.117
H 1.32221 -1.08256 -0.24962 0.289
H 0.11132 -0.53646 -1.41384 0.296
H -0.30217 -0.62066 1.52647 0.493

***

# 4
15
Properties=species:S:1:pos:R:3:mulliken_charge:R:1 method="wB97M-V/def2-TZVPD" orbital_gap_ha=0.364 smiles=c1ccncc1.C#C de_lowest_ev=3.986 e_lumo_ha=0.029 largest_force_ha_per_bohr=0.079 energy_ev=-8857.639
C 1.33746 -1.94978 -0.74229 -0.467
C 1.34808 -2.00373 -1.95297 -0.385
C -0.02876 0.08624 -0.64937 -0.005
C -1.29544 -0.04861 -0.19969 -0.164
C -1.75670 0.51923 1.00843 -0.388
C -0.76048 1.24750 1.66809 -0.558
C 0.41223 1.45371 0.97649 -0.179
H 1.02341 -2.20263 0.19852 0.413
H 1.40960 -1.99242 -2.97265 0.492
H 0.21578 -0.47299 -1.61183 0.294
H -1.93534 -0.34071 -1.09776 0.249
H -2.73200 0.18371 1.17041 0.453
H -0.94348 1.75309 2.54139 0.424
H 0.98182 2.16084 1.51337 0.366
N 0.92026 0.72626 -0.05623 -0.547

***

What did the first record say?
30
Properties=species:S:1:pos:R:3:mulliken_charge:R:1 method="wB97M-V/def2-TZVPD" orbital_gap_ha=0.310 charge=+1 de_lowest_ev=0.030 e_lumo_ha=-0.123 largest_force_ha_per_bohr=0.031 energy_ev=-14193.000
C -0.86791 1.82766 -1.34314 0.237
C -1.14637 0.68162 -2.27156 -1.217
N -2.05456 2.03979 -0.42094 -0.236
H 0.00778 1.58463 -0.77026 -0.145
H -0.68379 2.77931 -1.83316 0.356
H -0.25433 0.29401 -2.77471 0.329
H -1.96720 0.79271 -2.97821 0.390
H -2.68975 1.26158 -0.54572 0.365
H -1.78699 2.10360 0.55426 0.237
H -2.56577 2.88273 -0.65186 0.376
H -1.28791 -0.23441 -1.67520 0.299
C 1.56986 -1.51557 -0.95780 -1.284
C 2.55348 -2.52886 -0.34613 -1.253
C 0.84062 -0.75366 0.12327 0.781
C 1.42994 0.33616 0.75488 -0.721
C -0.33707 -1.30089 0.62492 -0.402
C 0.79881 0.87979 1.87336 -0.347
C -0.90409 -0.79769 1.79365 -0.609
C -0.39240 0.36242 2.36998 0.480
O -0.92763 1.00169 3.43851 -0.541
H 2.13752 -0.90260 -1.63930 0.424
H 0.91061 -2.05922 -1.64097 0.441
H 3.54463 -2.13081 -0.15497 0.338
H 2.43590 0.67702 0.53774 0.448
H -0.87508 -2.07643 0.09035 0.490
H 1.22186 1.72066 2.41525 0.425
H -1.82177 -1.23743 2.16731 0.319
H -1.78376 0.66055 3.72732 0.314
H 2.66274 -3.35968 -1.04698 0.359
H 2.23264 -2.98871 0.58011 0.348